Below is a 9-piece molecular cluster, C33H78Cl2N4O16 overall at a distorted geometry, with properties calculated with ωB97M-V with the def2-TZVPD basis set.

- SMILES: COC[C@H](C)N.COC[C@H](C)N.COC[C@H](C)N.COC[C@H](C)N.CCOC(=O)OC.CCOC(=O)OC.CCOC(=O)OC.CCOC(=O)OC.ClCCl
- HOMO energy: -8.63 eV
- Total charge: 0

```
133
Properties=species:S:1:pos:R:3:lowdin_charge:R:1
C -4.540 3.745 -3.256 -0.0381
C -4.341 2.569 -4.308 -0.3871
C -3.151 1.639 -3.899 -0.1595
O -1.925 2.406 -3.802 -0.2000
C -0.680 1.758 -3.685 -0.1136
N -5.515 1.718 -4.436 0.0236
H -5.346 4.398 -3.591 0.0672
H -3.724 4.461 -3.150 0.0662
H -4.645 3.317 -2.259 0.0676
H -4.033 3.036 -5.243 0.1283
H -3.072 0.812 -4.605 0.1205
H -3.235 1.192 -2.909 0.1028
H -0.551 1.043 -4.498 0.0839
H -0.591 1.100 -2.821 0.0554
H 0.183 2.419 -3.605 0.0761
H -6.434 2.112 -4.293 0.0857
H -5.519 1.602 -5.440 0.0795
C -4.783 0.356 -0.053 -0.0838
C -4.965 -0.650 -1.200 -0.4218
C -5.473 -2.026 -0.592 -0.1925
O -5.826 -2.847 -1.663 -0.2045
C -6.068 -4.277 -1.390 -0.0545
N -6.012 -0.093 -2.006 0.0411
H -4.058 -0.052 0.652 0.0260
H -5.676 0.600 0.523 0.0820
H -4.355 1.307 -0.369 0.0620
H -4.051 -0.689 -1.793 0.1157
H -6.335 -1.881 0.059 0.1316
H -4.633 -2.426 -0.024 0.1090
H -6.139 -4.830 -2.327 0.0851
H -6.887 -4.435 -0.689 0.0836
H -5.216 -4.774 -0.924 0.0609
H -5.717 0.524 -2.750 0.0200
H -6.254 -0.956 -2.471 0.0586
C 4.089 5.421 -2.648 -0.0500
C 2.714 4.730 -2.563 -0.4106
C 2.157 4.738 -1.116 -0.1591
O 3.131 3.975 -0.360 -0.2358
C 3.222 4.374 0.962 -0.1253
N 1.782 5.517 -3.392 0.0340
H 4.760 4.901 -1.963 0.0720
H 3.971 6.479 -2.413 0.0777
H 4.517 5.389 -3.650 0.0768
H 2.772 3.681 -2.854 0.1232
H 1.223 4.175 -1.112 0.1192
H 1.891 5.708 -0.697 0.0991
H 3.519 5.421 1.026 0.0942
H 3.951 3.873 1.599 0.0917
H 2.235 4.190 1.387 0.0512
H 1.798 6.506 -3.187 0.0643
H 0.848 5.177 -3.214 0.0574
C 1.936 -2.070 2.561 -0.0709
C 2.685 -3.420 2.901 -0.3208
C 1.611 -4.464 3.529 -0.1986
O 2.314 -5.628 3.849 -0.1947
C 1.460 -6.621 4.435 -0.0995
N 3.301 -3.822 1.602 0.0373
H 1.324 -1.825 3.430 0.0517
H 1.239 -2.232 1.739 0.0520
H 2.542 -1.198 2.317 0.0708
H 3.497 -3.288 3.617 0.1274
H 0.804 -4.682 2.829 0.1179
H 1.154 -4.074 4.438 0.1123
H 1.010 -6.207 5.338 0.0807
H 1.984 -7.536 4.708 0.0841
H 0.677 -6.928 3.741 0.0812
H 3.769 -3.005 1.237 0.0252
H 2.524 -3.933 0.966 0.0484
C 7.732 -3.292 -1.603 -0.0759
C 6.550 -2.703 -0.910 -0.2306
O 6.142 -1.455 -1.532 0.0325
C 5.253 -0.720 -0.804 -0.5138
O 4.732 -1.091 0.285 0.0624
O 5.046 0.367 -1.530 0.0079
C 4.145 1.369 -1.191 -0.0373
H 8.111 -4.128 -1.017 0.0874
H 8.468 -2.503 -1.753 0.0810
H 7.537 -3.686 -2.601 0.0751
H 6.585 -2.726 0.179 0.1288
H 5.819 -3.485 -1.114 0.1040
H 4.262 2.259 -1.810 0.0827
H 4.346 1.691 -0.169 0.1014
H 3.151 0.944 -1.333 0.0967
C 3.687 -4.147 -3.214 -0.0483
C 2.856 -3.027 -2.537 -0.1914
O 1.554 -3.562 -2.438 0.0508
C 0.735 -3.045 -1.567 -0.5834
O 1.040 -2.156 -0.774 0.0745
O -0.408 -3.721 -1.651 0.0191
C -1.512 -3.346 -0.828 -0.0426
H 3.975 -4.919 -2.501 0.0741
H 4.638 -3.703 -3.508 0.0669
H 3.231 -4.651 -4.066 0.0797
H 2.881 -2.154 -3.189 0.1287
H 3.239 -2.702 -1.570 0.1058
H -2.222 -4.173 -0.827 0.0907
H -2.033 -2.461 -1.193 0.0742
H -1.244 -3.270 0.226 0.0735
C -1.454 -0.945 4.288 -0.0372
C -2.810 -0.672 3.549 -0.2066
O -3.690 -1.759 3.654 0.0128
C -3.473 -2.977 3.080 -0.5599
O -2.587 -3.286 2.315 0.1112
O -4.500 -3.759 3.385 0.0053
C -4.712 -5.019 2.746 -0.0300
H -1.105 -1.958 4.085 0.0581
H -1.755 -0.931 5.335 0.0733
H -0.662 -0.220 4.100 0.0596
H -2.650 -0.389 2.508 0.0665
H -3.390 0.090 4.069 0.1262
H -4.754 -4.940 1.659 0.0778
H -5.708 -5.397 2.978 0.0932
H -3.994 -5.777 3.060 0.0982
C 1.121 3.383 4.972 -0.0682
C -0.021 4.192 4.354 -0.2511
O 0.608 5.130 3.543 -0.0168
C -0.100 5.914 2.630 -0.5420
O -1.317 5.966 2.541 0.1125
O 0.710 6.572 1.839 -0.0064
C 0.243 7.420 0.755 -0.0138
H 1.636 3.794 5.841 0.0740
H 1.953 3.168 4.301 0.0687
H 0.671 2.466 5.352 0.0717
H -0.619 4.598 5.169 0.1284
H -0.636 3.620 3.658 0.0946
H -0.067 8.376 1.177 0.0952
H -0.694 7.005 0.381 0.0953
H 0.911 7.663 -0.072 0.0849
C 0.467 0.606 0.563 -1.0725
Cl -1.198 0.160 0.131 0.5899
Cl 0.418 1.867 1.643 0.6584
H 1.000 -0.223 1.029 -0.0050
H 1.020 0.964 -0.305 0.0177
```


Below is a 6-piece molecular cluster, C32H56BrNO14S6 overall at a distorted geometry, with properties calculated with ωB97M-V with the def2-TZVPD basis set.

- HOMO energy: -7.85 eV
- Total charge: 0

```
110
Properties=species:S:1:pos:R:3:lowdin_charge:R:1
C 1.841 3.612 -1.911 -0.1542
C 0.384 3.121 -2.480 -0.2294
C 0.173 1.496 -2.542 -0.6419
Br 1.818 0.499 -3.097 0.7124
O -0.288 0.890 -1.265 -0.3910
S 1.156 0.128 -0.665 0.8726
O 1.401 0.835 0.719 -0.4322
O 0.937 -1.552 -0.479 -0.4482
C 1.954 -2.158 0.395 -0.2098
C 3.459 -2.253 -0.250 -0.0716
C 3.697 -3.511 -1.275 -0.2460
O 2.694 -4.371 -1.586 -0.0278
N 5.077 -3.704 -1.939 0.0083
C 5.273 -2.371 -2.692 -0.1847
C 4.456 -2.191 -4.102 -0.0120
C 4.608 -0.765 -4.897 -0.0976
C 5.548 0.449 -4.304 -0.0611
C 6.356 0.210 -2.874 -0.0487
C 6.253 -1.213 -2.003 -0.0154
H 1.998 3.252 -0.807 0.0849
H 1.837 4.804 -1.889 0.0925
H 2.741 3.292 -2.617 0.0545
H 0.308 3.525 -3.597 0.1083
H -0.459 3.576 -1.807 0.1246
H -0.650 1.291 -3.366 0.1256
H 2.051 -1.597 1.425 0.0991
H 1.570 -3.255 0.667 0.1555
H 3.723 -1.199 -0.690 0.1143
H 4.210 -2.418 0.662 0.1370
H 5.783 -3.656 -1.144 0.1109
H 3.751 -3.032 -4.528 0.1071
H 4.026 -0.628 -5.903 0.0828
H 5.612 1.472 -4.878 0.0663
H 7.001 1.087 -2.436 0.0790
H 6.806 -1.388 -0.976 0.0931
C -4.554 -1.896 0.780 -0.2253
C -4.372 -0.843 -0.312 -0.2126
C -3.056 -0.118 -0.035 -0.2208
S -2.013 -1.287 0.824 0.7018
O -1.785 -0.799 2.168 -0.3230
O -0.930 -1.691 -0.049 -0.3391
C -3.212 -2.603 0.898 -0.2191
H -5.358 -2.597 0.537 0.0679
H -4.806 -1.406 1.728 0.1266
H -4.323 -1.336 -1.290 0.1214
H -5.211 -0.140 -0.340 0.1143
H -2.566 0.193 -0.961 0.0876
H -3.205 0.747 0.617 0.1105
H -3.100 -3.159 1.831 0.1098
H -3.038 -3.263 0.043 0.1152
C -10.468 -4.262 0.636 -0.2255
C -10.286 -3.209 -0.455 -0.2205
C -8.970 -2.484 -0.179 -0.2260
S -7.928 -3.653 0.681 0.6682
O -7.699 -3.165 2.025 -0.3166
O -6.844 -4.057 -0.192 -0.3337
C -9.126 -4.969 0.755 -0.2336
H -11.272 -4.964 0.394 0.1190
H -10.720 -3.772 1.585 0.1226
H -10.237 -3.702 -1.434 0.1204
H -11.125 -2.506 -0.484 0.1177
H -8.480 -2.173 -1.105 0.1071
H -9.119 -1.619 0.473 0.1091
H -9.014 -5.525 1.688 0.1123
H -8.952 -5.629 -0.100 0.1118
C 0.494 -3.676 5.199 -0.2196
C 1.599 -3.138 6.106 -0.2136
C 2.930 -3.360 5.389 -0.2220
S 2.565 -3.341 3.641 0.6718
O 2.825 -4.658 3.101 -0.3175
O 3.119 -2.138 3.052 -0.3458
C 0.803 -3.137 3.810 -0.2335
H -0.498 -3.365 5.539 0.1197
H 0.522 -4.772 5.192 0.1208
H 1.445 -2.065 6.273 0.1188
H 1.592 -3.626 7.086 0.1171
H 3.648 -2.569 5.620 0.1079
H 3.359 -4.336 5.635 0.1073
H 0.286 -3.678 3.015 0.1100
H 0.581 -2.068 3.743 0.1111
C -0.555 3.738 4.063 -0.2281
C 0.106 2.713 3.141 -0.2236
C 1.471 2.373 3.737 -0.2241
S 1.323 2.625 5.500 0.6693
O 2.183 3.726 5.881 -0.3277
O 1.364 1.341 6.171 -0.3429
C -0.361 3.207 5.476 -0.2408
H -1.614 3.873 3.826 0.1146
H -0.056 4.708 3.955 0.1192
H -0.514 1.809 3.098 0.1128
H 0.205 3.093 2.120 0.1108
H 1.747 1.334 3.541 0.0990
H 2.249 3.043 3.363 0.1109
H -0.505 3.968 6.244 0.1071
H -1.014 2.350 5.667 0.1087
C 2.353 6.428 -5.459 -0.2211
C 3.623 7.061 -6.026 -0.2200
C 4.802 6.532 -5.210 -0.2243
S 4.312 4.922 -4.610 0.6709
O 4.210 4.980 -3.167 -0.3304
O 5.085 3.903 -5.292 -0.3338
C 2.667 4.949 -5.293 -0.2270
H 1.493 6.586 -6.116 0.1189
H 2.121 6.875 -4.484 0.1222
H 3.740 6.766 -7.076 0.1199
H 3.580 8.154 -5.994 0.1175
H 5.702 6.433 -5.821 0.1071
H 5.007 7.168 -4.345 0.1088
H 1.975 4.435 -4.623 0.0732
H 2.699 4.442 -6.263 0.1159
```


Below is a 19-piece molecular cluster, C4H36BO26 overall at a distorted geometry, with properties calculated with ωB97M-V with the def2-TZVPD basis set.

- HOMO energy: -8.31 eV
- Total charge: -1

```
67
Properties=species:S:1:pos:R:3:nbo_charge:R:1
O 8.402 -12.316 17.000 -0.6147
C 8.971 -11.227 17.061 0.7041
O 8.395 -10.127 17.300 -0.6367
B 9.463 -9.042 17.390 1.1873
O 10.714 -9.706 16.976 -0.6788
C 10.455 -11.010 16.747 0.6849
O 11.300 -11.832 16.339 -0.5469
O 9.548 -8.416 18.684 -0.6669
C 9.547 -7.153 18.616 0.6983
O 9.641 -6.347 19.547 -0.5789
C 9.462 -6.752 17.107 0.6886
O 9.222 -7.916 16.467 -0.6637
O 9.542 -5.632 16.615 -0.5564
O 6.592 -11.831 19.411 -0.9537
H 6.679 -11.096 18.804 0.4839
H 5.931 -11.545 20.042 0.4702
O 7.567 -5.524 22.019 -0.9473
H 6.711 -5.201 22.301 0.4712
H 7.448 -5.742 21.094 0.4842
O 9.877 -3.779 21.325 -0.9586
H 9.207 -4.457 21.410 0.4969
H 10.705 -4.245 21.441 0.4580
O 12.678 -14.319 15.347 -0.9423
H 12.401 -15.208 15.571 0.4595
H 11.876 -13.799 15.397 0.4831
O 11.273 -3.271 18.348 -0.9648
H 12.023 -3.866 18.383 0.4793
H 10.668 -3.608 19.008 0.5102
O 9.286 -15.114 16.797 -0.9558
H 9.079 -14.188 16.675 0.4907
H 9.452 -15.442 15.913 0.4592
O 8.994 -5.854 13.826 -0.9576
H 8.050 -5.991 13.751 0.4608
H 9.099 -5.328 14.619 0.4919
O 7.687 -3.699 18.225 -0.9512
H 7.573 -4.069 17.350 0.4833
H 7.415 -2.786 18.137 0.4645
O 11.747 -7.746 21.545 -0.9388
H 11.737 -6.821 21.795 0.4548
H 11.252 -7.779 20.727 0.4816
O 9.819 -2.683 16.151 -0.9922
H 10.234 -2.992 16.956 0.5136
H 10.505 -2.188 15.702 0.4721
O 6.963 -14.890 18.928 -0.9620
H 7.476 -14.536 18.202 0.4889
H 6.292 -14.227 19.094 0.4723
O 7.360 -3.621 15.328 -0.9853
H 8.190 -3.406 15.752 0.5023
H 7.111 -2.820 14.867 0.4683
O 8.672 -9.259 21.478 -0.9336
H 7.805 -8.854 21.493 0.4600
H 8.927 -9.248 20.555 0.4711
O 12.706 -8.109 18.808 -0.9574
H 13.387 -8.687 19.152 0.4818
H 12.329 -8.593 18.073 0.4753
O 6.110 -8.236 17.937 -0.9358
H 5.708 -8.444 17.094 0.4722
H 7.050 -8.214 17.756 0.4636
O 9.572 -13.673 19.581 -0.9529
H 9.112 -14.443 19.916 0.4810
H 8.937 -12.961 19.658 0.4717
O 7.234 -12.692 14.231 -0.9422
H 6.814 -12.015 13.700 0.4607
H 7.328 -12.294 15.097 0.4790
O 13.872 -10.415 15.971 -0.9434
H 14.015 -9.478 15.835 0.4564
H 12.920 -10.516 15.967 0.4809
```


Below is C12H16BrN3O3S2 as an isolated structure at a distorted geometry, with properties calculated with ωB97M-V with the def2-TZVPD basis set.

- HOMO energy: -8.34 eV
- Total charge: 0

```
37
Properties=species:S:1:pos:R:3:nbo_charge:R:1
C -2.099 -0.489 -3.655 -0.6316
C -0.597 -0.816 -3.563 0.0819
O -0.359 -2.221 -3.363 -0.7178
C 0.182 0.017 -2.512 -0.0968
O -0.579 0.293 -1.323 -0.5144
C 0.259 0.924 -0.426 0.3535
C 0.660 0.285 0.721 -0.0643
C 0.217 -1.144 1.049 -0.4643
C -1.200 -1.258 1.689 0.0921
O -1.839 0.033 1.582 -0.7295
C -1.235 -1.656 3.208 -0.2470
N -0.166 -2.546 3.676 -0.8461
C 1.554 1.004 1.667 -0.0612
Br 2.099 0.157 3.324 0.0507
C 2.038 2.283 1.435 -0.1845
S 3.122 3.191 2.539 0.0387
C 1.665 2.972 0.206 0.0935
N 2.067 4.174 -0.182 -0.5718
S 1.319 4.429 -1.627 0.9054
N 0.501 3.028 -1.771 -0.6035
C 0.749 2.266 -0.702 0.0708
H -2.668 -1.034 -2.880 0.2252
H -2.455 -0.878 -4.632 0.2152
H -2.310 0.593 -3.631 0.2273
H -0.158 -0.573 -4.559 0.1608
H 0.590 -2.334 -3.508 0.4638
H 1.058 -0.601 -2.198 0.1674
H 0.595 0.910 -3.015 0.1981
H 0.169 -1.679 0.075 0.2397
H 1.027 -1.625 1.617 0.2322
H -1.844 -1.965 1.125 0.1742
H -2.797 -0.092 1.614 0.4755
H -2.188 -2.219 3.357 0.1788
H -1.332 -0.767 3.862 0.2110
H 0.224 -3.112 2.933 0.3556
H 0.556 -2.038 4.171 0.3666
H 3.175 2.489 3.698 0.1551
```


What did we get for Kohn-Sham gap? Answer: 9.2; 8.1; 10.0; 7.5 eV, in the order shown.
What did we get for ΔE to the lowest compared entry with this formula, charge and spin? Answer: 0.0; 1377.2; 133.1; 86.1 kJ/mol, in the order shown.